1.
Molecular formula: C5H12BN
Method: DFT, the ωB97M-V functional and the def2-TZVPD basis

```
19
C5H12BN (the ωB97M-V functional and the def2-TZVPD basis)
B -0.18215 -0.07885 0.33093
C -2.40567 0.77391 -0.36770
C -1.65051 0.31235 0.64283
C -0.63489 -2.53159 -0.08222
C 1.11016 1.98209 0.08438
C 2.20193 -0.35709 -0.04566
N 1.04498 0.48567 0.16755
H -3.52023 1.09849 -0.19147
H -2.14895 1.22197 -1.37267
H -1.95928 -0.00285 1.58351
H -0.76301 -2.94418 0.91933
H -0.09068 -3.08071 -0.90736
H -1.64410 -2.20152 -0.42233
H 0.25231 2.31420 0.54582
H 2.00942 2.54001 0.40845
H 0.89629 2.15128 -0.96125
H 2.55686 -0.14415 -1.04090
H 2.98919 -0.11620 0.70210
H 1.93834 -1.42285 0.00665
```

Its spin multiplicity is 1. Its electronic energy is -7542.40821 eV. Its energy above the lowest of the compared OMol25 structures with the same formula, charge and spin is 71.38 kcal/mol.

Atomic partial charges in e from the Löwdin method, atoms 1 to 2: number 1, B, carries -0.197; number 2, C, carries -0.034

---

2.
Molecular formula: C6H11N3
Method: DFT, the ωB97M-V functional and the def2-TZVPD basis

```
20
C6H11N3 (the ωB97M-V functional and the def2-TZVPD basis)
C 1.14490 0.69608 2.10403
N 0.75115 0.63363 0.66320
C 1.72652 -0.08838 -0.03116
N 1.69239 -0.89642 -0.98991
N 0.33091 -1.22432 -1.40022
C -0.66352 -0.24942 -2.00284
C -1.36139 0.41772 -0.83309
C -1.51735 -0.48513 0.44093
C -0.67591 0.66776 0.48867
H 0.55531 1.40331 2.80116
H 1.12738 -0.33551 2.66440
H 2.23282 1.17884 2.02527
H 2.72307 0.02779 0.22476
H 0.32460 -2.12497 -2.11372
H -1.35828 -0.86175 -2.72410
H -0.09687 0.64129 -2.39935
H -2.27808 0.96016 -1.13621
H -1.04761 -1.46553 0.17264
H -2.40522 -0.33430 0.92923
H -1.20485 1.43915 1.11630
```

Its spin multiplicity is 1. Its electronic energy is -10866.22585 eV. Its energy above the lowest of the compared OMol25 structures with the same formula, charge and spin is 105.92 kcal/mol.

Atomic partial charges in e from the Löwdin method, atoms 1 to 2: number 1, C, carries -0.087; number 2, N, carries -0.102

---

What did we get for Kohn-Sham gap? Answer: 8.047 8.874 eV, in the order shown.